ORCA calculation (ωB97M-V with the def2-TZVPD basis set) on a 12-piece molecular cluster, C50H103NO11 overall.

The energy above the lowest of the compared OMol25 structures with the same formula, charge and spin comes out at 167.98 kJ/mol. As for the charge: 0. As for the SMILES: CCN(CC)CC.C1CCOC1.C1CCOC1.C1CCOC1.C1CCOC1.C1CCOC1.C1CCOC1.C1CCOC1.C1CCOC1.C1CCOC1.C1CCOC1.C1CCOC1. Its spin multiplicity is 1. The calculation puts the total energy at -77525.714 eV. The HOMO energy is -8.6382 eV.

Geometry (Å):
C -2.47832 1.97092 5.44833
C -1.64183 0.81105 4.90942
C -0.21740 1.32137 5.24132
O -0.33638 2.78913 5.24868
C -1.70158 3.24578 5.18057
H -2.67339 1.84171 6.51292
H -3.45781 2.06588 4.97963
H -1.76944 0.78914 3.82714
H -1.76884 -0.15502 5.39795
H 0.41412 0.95955 4.42992
H 0.07531 0.98439 6.23573
H -1.89411 3.59278 4.16537
H -1.91663 3.98629 5.95096
C -3.24555 -1.62040 -6.34605
C -3.91993 -0.40102 -5.81793
C -5.36197 -0.51757 -6.29632
O -5.58471 -1.91607 -6.27620
C -4.37329 -2.59654 -6.66410
H -2.47306 -1.98484 -5.66889
H -2.81382 -1.35552 -7.31122
H -3.46489 0.55691 -6.06975
H -3.83701 -0.48958 -4.73470
H -5.46174 -0.16785 -7.32387
H -6.05197 0.04139 -5.66421
H -4.40032 -2.80712 -7.73322
H -4.15377 -3.49564 -6.08831
C -6.49722 0.73784 0.05276
C -5.23517 0.92311 -0.71748
C -5.60506 0.60348 -2.15432
O -6.91536 0.10042 -2.11723
C -7.36013 -0.18122 -0.76612
H -7.03801 1.64460 0.32375
H -6.28370 0.22486 0.99050
H -4.46857 0.22378 -0.38378
H -4.95031 1.96773 -0.59212
H -4.95908 -0.18159 -2.54734
H -5.65318 1.43483 -2.85764
H -7.16968 -1.21973 -0.49534
H -8.43608 -0.03342 -0.67344
C 2.91104 3.03662 -3.16333
C 2.43101 1.68870 -3.58496
C 3.46349 0.76056 -2.98356
O 4.06603 1.54011 -1.94264
C 3.38507 2.74860 -1.76908
H 2.03099 3.67969 -3.17195
H 3.75162 3.37749 -3.76776
H 2.36802 1.67047 -4.67299
H 1.41430 1.51477 -3.23260
H 4.25328 0.46768 -3.67533
H 2.96494 -0.14686 -2.64278
H 4.08380 3.48659 -1.37506
H 2.59569 2.76930 -1.01771
C 1.52702 -2.07196 -6.52639
C 0.74286 -2.68304 -5.36689
C 1.30021 -1.95016 -4.14929
O 2.71315 -1.96849 -4.51656
C 2.90204 -1.74469 -5.90942
H 0.96699 -1.21410 -6.89861
H 1.64130 -2.69537 -7.41319
H 0.95257 -3.75215 -5.33305
H -0.32881 -2.49117 -5.41990
H 1.21086 -2.46129 -3.19072
H 0.91186 -0.93971 -4.02166
H 3.71986 -2.35103 -6.29879
H 3.02996 -0.66748 -6.01603
C -1.44373 3.94474 -2.96200
C -0.72887 4.72616 -1.86405
C -1.86759 5.09910 -0.93089
O -2.91608 4.12341 -1.26257
C -2.43330 3.14241 -2.15552
H -0.77504 3.24961 -3.46970
H -1.83015 4.54372 -3.78663
H -0.22168 5.61244 -2.24533
H 0.01593 4.13740 -1.32858
H -2.22510 6.07993 -1.24433
H -1.60829 5.12140 0.12759
H -3.25984 2.64503 -2.66302
H -1.94420 2.36659 -1.56648
C 6.25579 2.04304 2.23073
C 5.79454 1.30040 0.95984
C 4.88577 0.19211 1.49657
O 4.30422 0.66273 2.73560
C 5.27520 1.60372 3.32129
H 6.26690 3.12386 2.09000
H 7.25886 1.65635 2.41084
H 6.53996 0.95566 0.24318
H 5.15485 1.95040 0.36285
H 5.49980 -0.66002 1.78799
H 4.14808 -0.21622 0.80580
H 5.74245 1.00423 4.10256
H 4.73405 2.47880 3.68115
C 2.53891 3.98076 3.08152
C 2.98446 4.16419 1.63828
C 2.12190 5.23521 1.04523
O 0.92173 5.17149 1.83119
C 1.23435 4.73552 3.16102
H 3.31023 4.45266 3.69018
H 2.47506 2.96756 3.47832
H 2.99620 3.20835 1.11451
H 4.03022 4.47061 1.66264
H 1.85193 5.09605 -0.00160
H 2.61803 6.20461 1.09224
H 0.45693 3.99252 3.33899
H 1.20056 5.62601 3.78870
C -3.76310 -3.79319 2.43171
C -2.86190 -3.38780 1.19732
C -1.56850 -4.14060 1.40227
O -1.82736 -5.02308 2.50635
C -3.20664 -5.17298 2.74584
H -4.80445 -3.95230 2.15177
H -3.66339 -3.19751 3.33909
H -2.65640 -2.31740 1.20839
H -3.32792 -3.78524 0.29567
H -0.78126 -3.40337 1.55989
H -1.31167 -4.72095 0.51608
H -3.42097 -5.58239 3.73304
H -3.57100 -5.95077 2.07473
C 3.97100 -4.54646 0.09369
C 3.23438 -5.53239 1.03670
C 1.97980 -4.75010 1.28191
O 1.65212 -4.14905 0.02737
C 2.86684 -3.84968 -0.64637
H 4.62401 -5.16714 -0.51984
H 4.59441 -3.99707 0.79912
H 3.74074 -5.84167 1.95106
H 2.99860 -6.44085 0.48245
H 2.00765 -3.99354 2.06609
H 1.18314 -5.43122 1.58109
H 3.13896 -2.79492 -0.68560
H 2.81793 -4.25744 -1.65604
C 2.23768 -2.85414 5.02470
C 0.71819 -2.96449 4.81075
C 0.21867 -2.64205 6.23699
O 1.12369 -1.62762 6.66637
C 2.34630 -1.61997 5.91223
H 2.76944 -2.79037 4.07535
H 2.58218 -3.74545 5.54909
H 0.28641 -3.91647 4.50186
H 0.33125 -2.15726 4.18885
H 0.27636 -3.49090 6.91834
H -0.74801 -2.15686 6.10206
H 3.25837 -1.56681 6.50670
H 2.31799 -0.73575 5.27548
C -0.89289 2.18717 1.27148
C -1.11241 0.75594 0.67887
N -0.10077 0.42747 -0.32051
C 1.25335 0.25803 0.28241
C 1.33286 -0.84920 1.34132
C -0.42305 -0.79051 -1.07021
C -1.49300 -0.43210 -2.15691
H -0.62187 2.89444 0.48763
H -0.08480 2.18840 2.00299
H -1.82215 2.50970 1.74111
H -1.24116 0.02854 1.48038
H -2.06405 0.87596 0.16112
H 2.01756 -0.04001 -0.43540
H 1.59455 1.17279 0.76706
H 0.58593 -0.75669 2.12976
H 1.28511 -1.89498 1.03774
H 2.29206 -0.87139 1.85857
H -0.76170 -1.63093 -0.46432
H 0.45066 -1.18850 -1.58628
H -1.53627 -1.18599 -2.94297
H -1.24738 0.52127 -2.62473
H -2.46669 -0.22153 -1.71455

Atomic forces in eV per Å
C -1.41 -0.25 0.24
C 0.73 1.21 0.36
C -1.70 0.88 -0.39
O 0.85 -0.39 0.01
C 0.78 -1.93 0.03
H 0.17 0.06 0.13
H -0.16 -0.29 -0.06
H 0.02 -0.46 -0.03
H -0.48 0.04 -0.26
H 0.68 0.41 0.31
H 0.36 -0.01 -0.17
H -0.07 0.41 0.03
H 0.29 0.22 -0.24
C 0.77 0.30 -1.68
C -0.25 0.93 1.12
C 0.97 -0.28 0.01
O -0.34 -1.00 0.34
C 0.04 0.75 0.60
H -0.12 -0.16 -0.18
H 0.62 -0.11 0.06
H 0.14 -0.09 -0.24
H -0.57 0.32 0.25
H 0.01 0.28 -0.22
H -0.23 -0.46 0.04
H -0.09 -0.22 0.00
H -0.97 -0.24 -0.05
C -1.10 -0.68 1.88
C 0.55 0.95 -0.31
C -0.31 -0.42 -0.14
O -1.84 -0.75 0.17
C 0.74 0.11 -1.08
H 0.23 0.21 -0.31
H 0.01 0.21 0.28
H 0.15 0.29 0.14
H 0.69 -0.17 -0.07
H 0.29 0.06 -0.23
H 0.43 0.22 0.13
H 0.16 -0.28 -0.21
H 0.07 0.27 -0.26
C -0.99 0.92 0.49
C -0.20 -0.30 -1.36
C -0.27 0.04 -0.08
O 0.41 -1.32 0.87
C 0.47 1.00 0.03
H 0.41 0.69 -0.19
H -0.22 0.22 -0.10
H 0.09 -0.40 -0.12
H 0.03 -0.16 0.35
H -0.02 0.01 -0.05
H 0.32 -0.10 0.46
H 0.37 0.04 -0.20
H -0.53 -0.71 -0.04
C -0.23 -0.15 -0.60
C -0.68 0.18 0.19
C 1.67 -0.96 -1.30
O 0.32 0.03 1.35
C -1.84 0.84 0.55
H 0.36 0.42 0.16
H -0.17 -0.40 0.21
H -0.18 0.01 0.40
H -0.07 -0.32 -0.36
H 0.04 -0.18 -0.15
H 0.01 0.27 -0.25
H 0.00 0.18 0.22
H 0.78 0.04 -0.41
C 1.25 -1.42 -0.76
C 0.31 0.42 -0.06
C -0.66 -0.48 -1.19
O -0.69 0.86 1.46
C 0.09 0.68 0.47
H 0.41 -0.05 -0.02
H -0.53 0.27 0.45
H 0.03 0.02 0.00
H 0.02 -0.33 -0.20
H -0.35 0.06 0.30
H -0.13 -0.30 -0.01
H -0.14 0.42 -0.23
H 0.45 -0.19 -0.14
C 0.45 -1.03 -0.70
C -1.73 0.53 -0.32
C 0.92 -0.48 0.98
O 0.36 1.13 -1.00
C -0.68 -0.90 -0.62
H 0.14 -0.12 0.06
H 0.12 0.44 0.47
H 0.28 -0.12 0.46
H -0.04 0.18 -0.03
H 0.32 -0.35 -0.11
H -0.27 0.54 0.08
H 0.22 0.57 0.31
H -0.08 -0.36 0.39
C 0.85 0.81 0.79
C 1.56 -1.15 -0.17
C -0.85 -0.12 0.34
O 0.32 0.54 -0.97
C -1.09 -0.51 -0.97
H -0.13 0.14 0.34
H -0.19 -0.14 -0.51
H -0.39 0.05 -0.25
H 0.13 0.06 -0.26
H -0.07 -0.23 -0.02
H -0.08 0.32 0.32
H -0.20 0.56 0.83
H 0.08 -0.35 0.46
C 0.06 -1.03 -0.67
C -1.10 -0.01 1.05
C -0.73 -0.34 0.23
O 1.86 -0.17 0.65
C 0.20 0.03 -0.83
H -0.14 0.67 0.05
H -0.01 0.42 -0.35
H -0.42 0.01 -0.54
H -0.25 0.67 -0.09
H 0.42 -0.51 0.66
H 0.15 -0.12 0.00
H 0.45 0.45 0.29
H -0.41 0.02 -0.45
C 1.16 -2.17 1.61
C -0.06 0.21 -0.53
C -1.19 -0.58 0.19
O -0.10 0.21 0.22
C 0.66 -0.11 -0.23
H 0.15 0.48 -0.31
H 0.00 0.84 -0.58
H 0.25 0.30 -0.09
H -0.22 -0.08 0.05
H 0.53 0.22 0.11
H -0.37 0.14 -0.22
H -0.67 0.37 -0.10
H -0.23 0.24 -0.13
C -0.39 -0.47 -0.52
C -0.22 -0.12 1.27
C 0.93 0.82 -1.45
O 0.44 0.48 1.04
C -0.83 -0.22 -1.03
H 0.20 0.19 0.10
H 0.10 -0.07 0.05
H 0.40 -0.06 -0.38
H 0.19 -0.07 -0.36
H -0.44 -0.05 0.00
H -0.29 -0.42 0.79
H -0.30 -0.19 0.41
H 0.16 0.24 -0.05
C 0.23 -1.08 -0.09
C -0.10 1.95 -0.41
N 1.52 -0.87 0.36
C -0.29 -0.85 0.85
C 0.19 -0.59 0.98
C -1.14 0.73 -1.28
C 0.58 0.09 0.58
H -0.10 -0.08 -0.04
H -0.03 0.10 0.16
H 0.08 0.12 0.11
H 0.05 -0.28 0.08
H -0.12 -0.51 -0.13
H -0.31 0.49 -0.67
H -0.17 0.22 -0.19
H -0.08 0.22 0.09
H -0.47 0.06 -0.86
H 0.17 0.63 0.10
H -0.26 -0.05 0.38
H 0.26 0.40 0.10
H -0.31 -0.15 0.13
H 0.45 -0.04 -0.11
H -0.18 -0.52 -0.02